Version one
# C2HNOS2

A 2-piece molecular cluster, C2HNOS2 overall (ωB97M-V with the def2-TZVPD basis set, OMol25).

Element x y z (Å)
C: -0.0934 -0.8425 -1.3122
C: 0.6379 0.7851 0.6855
N: -0.9369 -0.1003 -0.8720
O: 0.6944 -1.6562 -1.5023
S: -0.0930 1.3382 2.0738
S: 1.3815 -0.1572 1.8863
H: -1.5906 0.6330 -0.9590

Calculated values
M (g/mol): 119.2
E_LUMO (eV): -0.70
Highest occupied orbital energy (eV): -9.0



Version two
# C2HNOS2

A 2-piece molecular cluster, C2HNOS2 overall (ωB97M-V with the def2-TZVPD basis set, OMol25).

Element x y z (Å)
C: 0.2979 -1.5155 -0.1998
C: -2.6786 0.3988 0.5240
N: 0.6396 -0.5021 0.3346
O: -0.0029 -2.4204 -0.8429
S: -2.8866 -0.1321 -1.1156
S: -3.6383 -0.9936 0.6504
H: 0.1253 0.3827 0.2180

Calculated values
M (g/mol): 119.2
E_LUMO (eV): -0.96
Highest occupied orbital energy (eV): -9.5



Most stable = version two



Version one
# C7H10N2

A 2-piece molecular cluster, C7H10N2 overall (ωB97M-V with the def2-TZVPD basis set, OMol25).

Element x y z (Å)
C: 0.3889 -1.1563 -0.3276
C: 1.6270 -1.3198 0.1610
C: 0.5226 1.2508 -0.2363
C: -0.1204 0.1205 -0.4497
C: 2.4748 -0.1405 0.5885
C: 2.0099 1.1184 -0.1884
C: -2.8083 0.3498 -0.3745
N: -3.3100 0.1155 0.8836
N: -3.5398 -0.7974 -0.2667
H: -0.2514 -2.0682 -0.7211
H: 1.9407 -2.3624 0.3218
H: 0.1374 2.1908 -0.1684
H: 2.3701 0.1383 1.5939
H: 3.5648 -0.4538 0.2367
H: 2.4984 0.8564 -1.2159
H: 2.6040 2.0743 0.2983
H: -2.9794 1.1845 -1.0308
H: -2.6901 -0.2112 1.5792
H: -4.4393 -0.8896 -0.6834

Calculated values
M (g/mol): 122.2
E_LUMO (alpha / beta) (eV): 0.36 / 0.74
Highest occupied orbital energy (alpha / beta) (eV): -7.7 / -7.9



Version two
# C7H10N2

C7H10N2 as an isolated structure (ωB97M-V with the def2-TZVPD basis set, OMol25).

Element x y z (Å)
C: -0.3262 -1.8372 -2.3943
C: -0.9819 1.0268 2.2196
C: 1.1875 1.2955 0.9436
C: 0.0132 -0.7372 -1.4370
C: -0.2616 1.0051 0.9102
C: -0.9331 0.5626 -0.1830
N: -0.4957 0.4140 -1.5320
C: 1.4427 -1.1828 -0.7060
N: 2.3241 -1.8129 -0.3148
H: -2.0187 0.5509 -0.1408
H: -1.1669 -1.5431 -3.0192
H: -0.5610 -2.7272 -1.8126
H: 0.5168 -2.0693 -3.0441
H: -2.0479 0.8442 2.1056
H: -0.5591 0.2421 2.8532
H: 1.4118 2.0961 1.6431
H: 1.5810 1.5478 -0.0359
H: 1.7051 0.3520 1.2009
H: -0.8300 1.9727 2.7433

Calculated values
M (g/mol): 122.2
E_LUMO (eV): -0.52
Highest occupied orbital energy (eV): -8.8



Version three
# C7H10N2

One molecule with the formula C7H10N2 (ωB97M-V with the def2-TZVPD basis set, OMol25).

Element x y z (Å)
N: -2.2834 -0.1963 -1.1426
C: -1.6344 0.4246 0.0093
N: -2.1841 -0.2794 1.1496
C: -0.1244 0.1987 -0.0624
C: 0.3563 -1.0856 -0.0291
C: 1.7257 -1.3235 -0.0354
C: 2.6226 -0.2441 -0.0089
C: 2.1075 1.0685 0.0233
C: 0.7617 1.2975 0.0304
H: -1.9031 0.2304 -1.9706
H: -3.2617 0.0276 -1.0961
H: -1.8897 1.4997 0.1110
H: -1.8657 0.1321 2.0005
H: -3.1617 -0.1789 1.2103
H: -0.3615 -1.8554 0.0892
H: 2.0657 -2.3502 -0.0362
H: 3.6852 -0.4430 -0.0139
H: 2.7874 1.9863 0.0277
H: 0.2870 2.2650 0.0658

Calculated values
SMILES: NC(N)c1ccccc1
M (g/mol): 122.2
E_LUMO (eV): 0.86
Highest occupied orbital energy (eV): -9.1



Version four
# C7H10N2

One molecule with the formula C7H10N2 (ωB97M-V with the def2-TZVPD basis set, OMol25).

Element x y z (Å)
C: 2.4299 1.7842 -0.1607
C: 1.7333 0.7401 -0.0893
C: 1.3550 -0.6679 -0.1339
C: 2.6425 -1.5311 0.1223
C: 0.0794 -1.0278 -0.1946
C: -1.1344 -0.2063 -0.0470
C: -1.3446 1.2460 0.2281
N: -2.2965 -0.8366 0.0566
N: -3.4408 -0.1371 -0.0247
H: 3.2938 2.6680 0.0342
H: 3.2159 -0.8698 0.9104
H: 3.3722 -1.5117 -0.7334
H: 2.3289 -2.5873 0.5250
H: -0.2478 -2.1066 -0.2121
H: -0.4377 1.8278 0.2815
H: -1.9554 1.7456 -0.6950
H: -1.9547 1.4657 1.0674
H: -3.4957 0.6876 -0.6412
H: -4.1434 -0.6827 -0.2936

Calculated values
SMILES: C#C/C(C)=C\C(C)=N\N
M (g/mol): 122.2
E_LUMO (eV): 0.50
Highest occupied orbital energy (eV): -7.9



Most stable = version three



Version one
# C3H7NO2

An isolated ion of composition C3H7NO2 and charge +1 (ωB97M-V with the def2-TZVPD basis set, OMol25).

Element x y z (Å)
C: -0.3434 0.3949 0.4791
C: 1.1660 -0.1546 0.8290
O: 1.9926 0.9352 1.3311
C: -0.7714 -0.2788 -0.7446
N: -1.9967 -0.6970 -0.5815
O: -0.0405 -0.3042 -1.7461
H: -0.2948 1.5073 0.4704
H: -1.0282 0.2556 1.3301
H: 1.1156 -1.0118 1.5639
H: 1.5802 -0.3699 -0.2439
H: 1.7342 0.9716 2.2437
H: -2.4962 -1.2960 -1.1824
H: -2.5587 0.0043 -0.1717

Calculated values
<S²>: 0.757
M (g/mol): 89.1
E_LUMO (alpha / beta) (eV): -4.84 / -9.62
Spin multiplicity: 2
Highest occupied orbital energy (alpha / beta) (eV): -15.3 / -15.1
Charge: +1



Version two
# C3H7NO2

A 2-piece molecular cluster, C3H7NO2 overall (ωB97M-V with the def2-TZVPD basis set, OMol25).

Element x y z (Å)
C: -0.4664 -1.3250 -1.4085
C: 0.1597 -2.3205 -2.0457
N: 0.3684 -0.3570 -0.6603
H: -1.4386 -1.5351 -0.9874
H: -0.1443 -3.3411 -2.2600
H: 1.1202 -2.0820 -2.5042
H: -0.0113 -0.3557 0.3275
H: 1.3678 -0.5489 -0.6672
H: 0.2021 0.6164 -0.9335
O: -0.9974 0.7549 1.3994
C: -0.1626 1.6083 1.6901
O: 0.9559 1.8773 1.2043
H: -0.3605 2.2587 2.6033

Calculated values
<S²>: 0.755
M (g/mol): 89.1
E_LUMO (alpha / beta) (eV): -3.77 / -8.45
Spin multiplicity: 2
Highest occupied orbital energy (alpha / beta) (eV): -15.3 / -15.3
Charge: +1



Most stable = version two



Version one
# C5H10NO

An isolated ion of composition C5H10NO and charge -1 (ωB97M-V with the def2-TZVPD basis set, OMol25).

Element x y z (Å)
C: 0.1344 1.5108 -2.5387
C: 0.1732 0.4760 -1.6926
C: 0.0550 0.6209 -0.2064
C: -0.3670 -0.6276 0.5450
N: 0.6084 -1.7321 0.3560
C: -0.5646 -0.4294 2.0714
O: -1.0599 -1.5268 2.6431
H: -0.3737 2.4234 -2.2363
H: 0.6569 1.5474 -3.4836
H: 0.5078 -0.4689 -2.1132
H: -0.6772 1.4133 -0.0473
H: 0.9848 1.0047 0.2207
H: -1.3023 -1.0172 0.1282
H: 1.5433 -1.3626 0.5314
H: 0.3988 -2.2811 1.2010
H: 0.4662 -0.0401 2.3608
H: -1.1840 0.4892 2.2605

Calculated values
SMILES: C=CC[C@@H](N)C[O-]
M (g/mol): 100.1
E_LUMO (eV): 3.75
Highest occupied orbital energy (eV): -2.6
Charge: -1



Version two
# C5H10NO

An isolated ion of composition C5H10NO and charge -1 (ωB97M-V with the def2-TZVPD basis set, OMol25).

Element x y z (Å)
O: 1.4452 -0.1013 -2.4294
C: 0.2118 0.1609 -2.0902
C: -0.2037 -0.6088 -0.6995
C: 0.9659 -0.5771 0.3208
C: 0.3353 -0.3377 1.6618
C: -0.8273 0.7197 1.2971
N: -1.3660 0.1216 -0.0023
H: 0.0312 1.3000 -1.9158
H: -0.6836 -0.2031 -2.6814
H: -0.5130 -1.6732 -0.8303
H: 1.4539 -1.5595 0.1959
H: 1.5893 0.3212 0.0692
H: -0.1130 -1.1233 2.1748
H: 1.1848 0.0481 2.3293
H: -1.6241 0.8393 2.0712
H: -0.4013 1.7345 1.0428
H: -1.4855 0.9387 -0.5140

Calculated values
SMILES: [O-]C[C@H]1CCCN1
M (g/mol): 100.1
E_LUMO (eV): 4.12
Highest occupied orbital energy (eV): -2.4
Charge: -1



Version three
# C5H10NO

An isolated ion of composition C5H10NO and charge -1 (ωB97M-V with the def2-TZVPD basis set, OMol25).

Element x y z (Å)
N: -2.2473 -2.0223 0.8326
C: -1.8054 -0.6884 0.8267
C: -0.4688 -0.3991 0.7918
C: -0.0159 1.0058 0.5708
C: 0.8058 1.3421 -0.6682
C: 1.9413 0.2481 -1.1123
O: 2.8250 0.9166 -2.0116
H: -1.7997 -2.7216 1.4793
H: -2.4782 -2.4388 -0.1535
H: -2.4843 0.0328 0.5359
H: 0.2420 -1.2685 0.8393
H: 0.6093 1.1839 1.4633
H: -0.7728 1.7935 0.5731
H: 0.1654 1.4824 -1.5348
H: 1.4658 2.3067 -0.7190
H: 2.4777 -0.0755 -0.2043
H: 1.5402 -0.6980 -1.5091

Calculated values
SMILES: N/C=C/CCC[O-]
M (g/mol): 100.1
E_LUMO (eV): 3.64
Highest occupied orbital energy (eV): -2.0
Charge: -1



Most stable = version one